165
Properties=species:S:1:pos:R:3:forces:R:3:mulliken_charge:R:1 method="wB97M-V/def2-TZVPD" gap_ha=0.2692 relative_energy_kcal_mol=2296.9 mol_weight_da=1351.857 homo_ev=-7.405
O -4.695432 -0.171815 -1.024243 -0.7 4.6 1.1 -0.68
S -4.245688 1.015937 -1.728502 -2.1 0.1 -6.0 1.14
O -4.755308 2.363709 -1.456678 -2.1 -3.3 -3.1 -0.67
O -2.629015 1.009487 -1.873322 -6.3 -1.5 -3.8 -0.58
C -2.074423 -0.298688 -2.028680 1.5 0.6 -2.5 -1.71
C -0.596848 -0.220799 -2.632631 -7.3 3.2 -1.5 -2.39
C -4.641349 0.735729 -3.595560 -0.2 0.8 1.5 -1.09
H -2.652324 -1.087432 -2.510352 -0.2 1.0 -0.3 1.83
H -2.009043 -0.444011 -0.950394 -0.9 0.1 -3.9 0.21
H -0.120873 -1.172918 -2.398047 -2.8 2.5 -4.4 -1.78
H -0.192623 0.643389 -2.105478 -1.1 -1.3 0.0 -0.64
H -0.518651 0.017740 -3.693335 -1.1 -0.1 0.1 1.23
H -5.729477 0.692219 -3.642192 0.1 -0.3 0.0 0.44
H -4.142330 -0.101199 -4.084062 0.0 -0.2 0.5 0.27
H -4.353545 1.660962 -4.094782 0.2 0.0 0.2 0.37
O -0.147534 0.475935 2.901579 -5.2 -9.3 6.1 -1.21
S -0.842481 -0.386713 3.895199 -2.4 -1.9 0.6 1.43
O -0.666849 -0.156720 5.324327 -0.4 0.4 -1.1 -0.98
O -2.535798 -0.387578 3.529738 3.3 0.9 -0.8 0.25
C -3.437588 -0.988720 4.449268 0.4 0.1 1.1 -0.47
C -4.815051 -0.424179 4.144574 0.1 -0.7 -0.7 -1.15
C -0.441457 -2.116758 3.598187 -2.5 1.5 0.9 -0.50
H -3.117126 -0.680342 5.444412 -0.1 -0.2 0.2 0.34
H -3.275030 -2.062079 4.351436 -0.7 -0.2 0.1 0.34
H -4.835243 0.650453 4.325832 0.0 -0.1 -0.1 0.28
H -5.644082 -0.911661 4.657589 0.3 0.0 0.5 0.43
H -5.020360 -0.656176 3.099530 0.0 0.4 -0.2 0.22
H 0.622901 -2.107869 3.363293 -3.2 -0.1 -0.5 -1.67
H -1.052085 -2.452340 2.759967 0.0 0.3 1.2 0.75
H -0.716735 -2.678066 4.491069 0.2 0.2 0.1 0.94
O 2.483787 0.871951 1.846594 -1.9 12.8 -4.0 0.09
S 1.747523 1.979179 2.553438 0.8 2.9 1.0 1.29
O 2.282179 3.363589 2.617675 -0.9 -3.0 0.2 -0.92
O 0.143534 1.960128 2.108396 4.6 9.1 0.5 -0.02
C -0.743043 3.016168 2.523339 -1.3 -0.1 1.4 -0.23
C -2.145310 2.383220 2.461324 2.5 -1.5 6.2 -0.38
C 1.514389 1.352861 4.287567 -0.4 0.8 1.6 -0.72
H -0.684067 3.879778 1.860911 -0.9 -1.0 1.2 -0.11
H -0.457342 3.423563 3.493125 -0.2 -0.5 0.4 0.69
H -2.301833 1.756814 1.583138 0.5 -1.0 1.3 -0.37
H -2.814242 3.237119 2.568492 2.3 -1.8 2.9 0.19
H -2.372829 1.806367 3.357745 0.7 -0.5 0.3 0.50
H 0.654884 1.758737 4.821080 0.2 1.0 -0.5 0.23
H 2.412961 1.503333 4.885924 0.2 0.1 -0.3 0.45
H 1.227671 0.303748 4.215140 0.8 1.5 1.4 0.21
O 0.458776 -3.398528 1.959090 4.1 -6.6 4.6 -0.76
S 1.612452 -4.071041 2.580291 -1.7 0.6 4.4 1.28
O 2.305928 -5.087947 1.888850 1.0 1.0 2.5 -0.88
O 2.689022 -2.953170 3.000485 -0.6 -2.7 -0.3 -0.47
C 2.355076 -1.810731 3.778174 1.4 2.6 0.2 -1.06
C 2.517451 -0.617619 2.829429 0.6 -3.9 5.1 -0.08
C 1.048734 -4.793170 4.225213 1.2 0.6 -1.6 -1.05
H 3.077428 -1.675958 4.583249 0.1 -0.6 0.1 0.78
H 1.335170 -1.746102 4.157292 2.4 -0.4 1.4 0.50
H 3.572256 -0.510587 2.576409 -0.1 -0.6 0.2 1.19
H 2.173180 0.326238 3.252172 2.0 -5.2 1.6 -0.59
H 1.908645 -0.645695 1.925729 -0.2 -1.6 4.9 -0.60
H 0.265872 -5.497121 3.942919 -0.2 0.4 0.3 0.38
H 0.809179 -3.957758 4.883094 -0.3 -0.4 -0.1 0.35
H 1.913506 -5.335302 4.607772 0.0 0.0 -0.1 0.44
O -0.016471 -4.733014 -0.968730 4.2 -10.1 1.7 -0.72
S 1.370538 -4.811749 -1.373772 4.7 -3.3 0.0 1.99
O 1.630372 -5.253312 -2.741746 0.5 0.6 2.5 -0.81
O 2.182626 -3.312307 -1.101064 1.4 -4.6 3.2 -0.56
C 1.689493 -2.631648 0.092652 3.6 1.0 0.0 1.47
C 2.669714 -1.467395 0.349725 1.7 -1.5 -1.3 -1.68
C 2.410490 -5.851031 -0.232681 -1.3 -0.9 -2.3 -1.10
H 1.615414 -3.197401 1.021378 1.3 0.7 -4.1 -0.13
H 0.764305 -2.123738 -0.179645 2.4 -3.9 1.2 1.63
H 2.951715 -0.912567 -0.545115 0.4 -1.5 0.9 -0.08
H 3.551807 -1.870362 0.847354 0.3 0.0 0.0 1.13
H 2.310872 -0.728664 1.066386 1.5 -1.3 -4.6 -0.56
H 2.475331 -6.843806 -0.677978 0.3 0.3 -0.9 0.53
H 1.906473 -6.059954 0.710936 0.0 0.1 -1.6 0.47
H 3.353994 -5.307953 -0.178189 -0.2 -0.4 0.2 0.28
O -1.955822 -1.071348 0.147500 -5.9 -2.5 6.0 -0.65
S -1.924372 -2.523213 0.182703 -3.8 -5.2 -3.2 1.44
O -1.442841 -3.257012 1.357532 -7.6 -2.0 -1.6 -0.94
O -3.421007 -3.138079 -0.344777 1.9 -0.1 5.5 -0.76
C -4.103855 -2.492323 -1.373027 1.9 -0.7 -3.2 1.13
C -5.373851 -3.209072 -1.778421 1.2 -0.1 1.0 -1.79
C -0.911269 -3.073383 -1.248698 -7.2 5.1 2.7 0.28
H -3.310433 -2.700762 -2.090756 -0.8 0.2 -1.8 0.36
H -4.162925 -1.404219 -1.348078 0.1 -2.5 0.7 -0.31
H -6.038296 -3.239781 -0.914905 -0.5 0.2 -0.3 0.35
H -5.068063 -4.231235 -2.001495 -0.5 -0.1 -0.3 0.39
H -5.751751 -2.672933 -2.648972 -0.3 -0.3 0.1 0.37
H -0.701581 -2.128726 -1.750447 -3.8 -1.9 0.9 0.36
H -1.382127 -3.833567 -1.871999 -0.7 0.9 0.4 0.62
H 0.052833 -3.453417 -0.910770 -3.8 3.9 3.1 -0.14
O -5.444605 3.130209 0.784857 1.2 0.9 1.4 -0.54
S -4.429477 3.801797 1.567770 -0.2 1.4 -1.9 1.07
O -4.461880 3.744448 3.011727 -0.4 0.3 -1.1 -0.62
O -2.890303 3.285363 1.048380 -5.1 5.3 -8.5 0.00
C -2.902094 2.762507 -0.302225 2.5 -0.4 -0.3 -2.01
C -1.545359 2.188302 -0.672221 -4.0 2.3 -1.4 0.73
C -4.278809 5.588410 1.037158 -0.7 -1.3 0.2 -1.09
H -3.154794 3.404415 -1.146146 -0.3 0.8 1.1 0.83
H -3.529403 1.873360 -0.365516 1.1 1.7 3.1 0.88
H -0.766063 2.858992 -0.310310 -12.0 2.3 -13.6 -0.63
H -1.360759 2.107111 -1.743397 0.3 1.3 0.7 -0.76
H -1.299824 1.264176 -0.148952 -4.4 1.1 -2.2 0.81
H -3.709702 6.192657 1.743631 -0.2 -0.4 0.2 0.37
H -5.338327 5.838886 0.984371 0.1 0.5 0.1 0.48
H -3.825908 5.678304 0.049789 -0.1 -0.4 0.0 0.27
O 6.705589 -0.283360 0.340511 -2.8 1.3 -3.4 -0.65
S 5.993420 0.347550 -0.840892 1.6 0.3 1.6 1.14
O 6.243876 -0.167711 -2.203540 -1.0 0.9 2.5 -0.65
O 4.343977 0.510105 -0.470971 3.5 -0.4 0.8 -0.20
C 3.372481 0.993107 -1.403286 -1.3 1.2 0.9 -1.30
C 2.267066 1.934525 -0.751313 6.1 -3.3 3.1 0.66
C 6.493994 2.163212 -0.686243 -1.0 -1.0 0.2 -0.72
H 2.717507 0.178862 -1.713295 2.1 0.4 0.1 -0.46
H 3.940994 1.484743 -2.192705 -0.5 -0.1 -0.4 1.28
H 1.554613 1.426455 -0.101393 5.5 1.4 -3.4 0.14
H 1.767855 2.456613 -1.567577 4.6 -3.6 4.3 -0.07
H 2.761263 2.714264 -0.171770 0.4 -0.5 -0.2 0.75
H 6.277923 2.414377 0.352188 -0.2 -0.2 0.0 0.26
H 5.812578 2.726203 -1.324055 0.4 0.0 -0.1 0.06
H 7.552460 2.379898 -0.830479 -0.2 -0.5 -0.5 0.46
O 1.812787 6.312693 -2.396472 1.5 -0.7 1.2 -0.66
S 2.882129 5.600672 -1.686136 0.4 -0.2 -1.4 1.05
O 3.977723 6.353931 -1.026676 -2.8 -2.0 -0.9 -0.65
O 2.171361 4.533366 -0.640896 1.8 2.5 -0.5 -0.07
C 0.973207 3.894281 -0.921501 -4.0 1.3 0.1 -0.30
C 0.434045 3.417952 0.372937 5.3 4.3 0.9 0.85
C 3.587324 4.324956 -2.844916 1.3 2.4 1.1 0.29
H 1.053830 3.018402 -1.565260 -3.6 5.1 2.1 -0.71
H 0.229444 4.477650 -1.464262 0.1 1.1 0.1 0.73
H 0.156312 4.262020 1.004219 1.0 0.3 -1.3 0.20
H 1.214344 2.857727 0.888102 -0.4 2.0 -1.7 0.35
H -0.424285 2.781604 0.157478 10.4 0.1 14.2 -0.51
H 4.356794 4.847947 -3.412801 -0.2 0.1 -0.2 0.65
H 2.774403 3.807623 -3.354461 0.9 1.3 -0.5 0.16
H 4.084773 3.610651 -2.188858 -0.1 0.1 0.0 -0.90
C 1.619889 0.078000 -3.220831 0.7 1.3 -4.2 -0.40
S 0.817547 1.750556 -2.971066 2.5 -1.1 -5.1 0.84
O 1.956708 2.689226 -2.727149 0.0 0.3 -10.4 -0.72
C 0.485223 1.950032 -4.739060 -0.6 0.3 -0.7 -1.26
H 1.075418 -0.516578 -3.954403 0.4 0.9 -0.4 0.58
H 1.473439 -0.469489 -2.289748 1.2 1.6 -2.0 0.22
H 2.655277 0.068925 -3.561404 -0.1 0.9 -0.1 0.40
H -0.014320 1.096582 -5.197509 0.2 -0.3 0.4 0.29
H 1.460485 2.058989 -5.213503 -0.1 0.2 0.1 0.41
H -0.192420 2.774225 -4.961789 0.4 0.4 0.3 0.42
C 0.132738 1.058192 0.073188 0.2 -4.2 1.1 -0.63
S -0.155134 -0.682469 -0.616631 4.7 5.5 9.3 1.79
O 1.220672 -0.987489 -1.242071 3.2 8.9 10.0 0.15
C -0.066130 -1.399525 1.082514 1.6 3.9 0.7 -4.64
H 1.081887 1.082304 0.608565 -2.5 -3.0 1.6 -0.13
H -0.599288 1.444026 0.782672 1.6 -2.7 0.3 0.83
H 0.108221 1.781964 -0.741460 1.3 -2.1 0.1 1.82
H -0.809558 -0.926968 1.724462 0.6 0.0 -1.3 0.65
H 0.887641 -1.165860 1.555613 -1.7 -0.8 -0.7 2.70
H -0.285069 -2.466983 1.055990 1.7 3.0 -0.5 0.88
C 0.501194 -3.912768 -4.747321 -1.3 0.0 -0.1 -1.05
S -0.188558 -2.320543 -4.032524 1.8 -2.9 -1.7 0.23
O -1.642010 -2.510137 -3.735336 -0.3 -0.5 -0.8 -0.54
C 0.720811 -2.409909 -2.407397 0.8 -6.8 -10.3 -0.05
H -0.184481 -4.224136 -5.535351 0.0 0.3 -0.2 0.50
H 0.494882 -4.692456 -3.985646 -0.4 0.5 -0.5 0.36
H 1.515477 -3.863982 -5.143507 0.0 0.6 0.1 0.32
H 0.451313 -3.335358 -1.898448 1.1 2.0 -4.6 -1.76
H 0.444474 -1.535920 -1.817599 2.4 -5.5 -2.1 -2.42
H 1.800388 -2.559296 -2.424537 -0.6 1.5 -2.5 1.39